A single H4NP molecule. Source: the OMol25 dataset; level of theory: ωB97M-V/def2-TZVPD.

Values from the calculation:
Energy relative to the best compared isomer or geometry (same formula, charge and spin) (eV): 1.488
Structure (SMILES): N=[PH3]
HOMO energy (eV): -8.757
Orbital gap (eV): 9.726
LUMO energy (Eh): 0.0356

Last column: Löwdin charge in e.
Geometry (Å):
P1 -0.277 -0.141 0.024  0.60
N1 1.279 0.180 0.135  -0.41
H1 1.549 0.845 -0.655  -0.03
H2 -1.204 0.431 -0.751  -0.09
H3 -1.039 0.243 1.214  -0.04
H4 -0.308 -1.558 0.034  -0.03



A single C5H8ClOP molecule. Source: the OMol25 dataset; level of theory: ωB97M-V/def2-TZVPD.

Values from the calculation:
Energy relative to the best compared isomer or geometry (same formula, charge and spin) (eV): 2.478
HOMO energy (eV): -8.835
Orbital gap (eV): 8.648
LUMO energy (Eh): -0.0068

Last column: Löwdin charge in e.
Geometry (Å):
Cl1 -0.886 -2.849 -0.828  0.32
P1 -0.833 -1.080 -1.725  0.34
O1 -1.270 -1.173 -3.102  -0.40
C1 0.861 -0.438 -1.462  -0.24
C2 0.015 0.864 0.546  -0.49
C3 1.028 0.406 -0.468  -0.21
C4 0.610 0.229 1.839  -0.07
C5 -1.387 0.576 0.192  -0.04
H1 1.618 -0.901 -2.116  0.09
H2 1.740 0.345 1.947  0.10
H3 -1.908 1.396 -0.258  0.04
H4 0.148 1.946 0.302  0.14
H5 1.983 1.034 -0.325  0.15
H6 0.447 -0.882 1.879  0.09
H7 -0.048 0.545 2.694  0.09
H8 -2.118 -0.018 0.885  0.10



An isolated ion of composition C4H7FNO and charge -1. Source: the OMol25 dataset; level of theory: ωB97M-V/def2-TZVPD.

Values from the calculation:
Energy relative to the best compared isomer or geometry (same formula, charge and spin) (eV): 1.075
HOMO energy (eV): -1.853
Total charge: -1
Orbital gap (eV): 6.065
LUMO energy (Eh): 0.1548

Last column: Löwdin charge in e.
Geometry (Å):
F1 -1.925 0.232 0.577  -0.23
O1 2.690 0.278 0.717  -0.18
N1 1.525 0.862 0.864  -0.32
C1 0.418 0.481 -0.045  -0.15
C2 1.515 1.808 1.743  0.02
C3 -0.860 -1.641 -0.237  -0.22
C4 -0.646 -0.483 0.706  -0.36
H1 -0.099 1.341 -0.442  0.10
H2 -1.415 -1.294 -1.116  0.05
H3 -0.061 -2.346 -0.362  0.05
H4 2.385 1.891 2.324  0.06
H5 0.631 2.408 1.732  0.07
H6 -1.651 -2.326 0.147  0.05
H7 0.765 -0.102 -0.851  0.07



A 2-piece molecular cluster, C5H7NO overall. Source: the OMol25 dataset; level of theory: ωB97M-V/def2-TZVPD.

Values from the calculation:
Energy relative to the best compared isomer or geometry (same formula, charge and spin) (eV): 3.690
Structure (SMILES): [H]/N=C\CC#C.C=O
HOMO energy (eV): -9.664
Orbital gap (eV): 10.417
LUMO energy (Eh): 0.0277

Last column: Löwdin charge in e.
Geometry (Å):
O1 0.585 1.678 2.947  -0.01
N1 1.090 -0.206 0.661  0.10
C1 -0.662 -2.259 -1.757  0.12
C2 -0.433 -1.084 -1.632  -0.15
C3 0.641 0.625 -0.182  -0.26
C4 -0.114 0.331 -1.459  -0.18
C5 -0.190 0.934 2.408  -0.23
H1 0.528 0.675 -2.280  0.12
H2 -0.854 1.261 1.577  0.07
H3 0.812 1.690 0.014  0.12
H4 -1.023 0.944 -1.506  0.12
H5 0.829 -1.165 0.419  0.06
H6 -0.340 -0.126 2.690  0.09
H7 -0.870 -3.297 -1.899  0.03



C3H3NaO2 as an isolated structure. Source: the OMol25 dataset; level of theory: ωB97M-V/def2-TZVPD.

Values from the calculation:
Energy relative to the best compared isomer or geometry (same formula, charge and spin) (eV): 7.772
HOMO energy (eV): -7.210
Orbital gap (eV): 5.623
LUMO energy (Eh): -0.0583

Last column: Löwdin charge in e.
Geometry (Å):
Na1 -3.640 0.142 0.639  0.79
O1 -0.223 -0.915 0.291  -0.23
O2 -0.183 1.236 0.435  -0.34
C1 0.970 0.990 -0.306  -0.04
C2 1.145 -0.470 0.061  -0.24
C3 -1.031 0.150 -0.032  -0.27
H1 -0.331 0.528 -1.251  0.10
H2 1.720 -0.662 0.978  0.12
H3 1.571 -0.998 -0.814  0.12



A 7-piece molecular cluster, C30H67IO9 overall. Source: the OMol25 dataset; level of theory: ωB97M-V/def2-TZVPD.

Values from the calculation:
Structure (SMILES): O=CC[C@H]1CC(=O)O[C@H]1I.CCOCC.CCOCC.CCOCC.CCOCC.CCOCC.CCOCC
HOMO energy (eV): -9.429
Orbital gap (eV): 9.091
LUMO energy (Eh): -0.0124

Last column: Löwdin charge in e.
Geometry (Å):
I1 1.461 -2.542 -0.406  0.81
O1 10.102 0.225 1.624  -0.17
O2 -2.238 0.266 8.295  -0.16
O3 -0.178 -0.502 4.141  0.00
O4 -3.098 -0.070 -4.879  -0.18
O5 -2.449 1.381 -0.481  -0.17
O6 -1.857 4.484 -7.875  -0.17
O7 1.196 -1.958 2.527  -0.20
O8 5.788 -0.289 0.030  -0.09
O9 -1.837 -4.792 2.265  -0.16
C1 -3.553 1.031 -7.036  -0.08
C2 0.858 0.320 1.754  -0.06
C3 9.647 1.326 -0.533  -0.08
C4 -1.592 -3.609 3.023  -0.27
C5 -1.703 -0.503 7.220  -0.27
C6 -0.501 -3.776 4.067  -0.09
C7 -2.859 -2.330 -5.827  -0.08
C8 -2.735 -1.380 6.532  -0.07
C9 4.999 0.288 0.974  -0.11
C10 0.498 -0.725 3.009  -0.20
C11 -3.210 1.220 -1.676  -0.28
C12 -3.156 1.229 0.748  -0.28
C13 2.235 -1.711 1.474  -0.63
C14 -0.772 4.792 -7.003  -0.28
C15 3.428 0.720 0.599  -0.11
C16 -2.251 -5.942 3.000  -0.28
C17 -2.824 -0.466 9.369  -0.28
C18 -4.352 2.216 -1.804  -0.08
C19 -2.531 0.629 -5.985  -0.27
C20 -2.030 6.715 -8.904  -0.08
C21 10.669 0.924 0.518  -0.28
C22 -2.731 5.562 -8.206  -0.28
C23 9.438 -1.001 1.326  -0.28
C24 -3.551 -5.738 3.761  -0.08
C25 -3.762 -1.296 -5.177  -0.27
C26 -1.851 -1.406 10.062  -0.08
C27 2.441 -0.091 1.626  -0.30
C28 10.341 -2.035 0.676  -0.08
C29 -1.215 5.314 -5.646  -0.08
C30 -3.794 -0.140 0.913  -0.07
H1 -4.879 2.071 -2.753  0.08
H2 -3.492 5.152 -8.880  0.12
H3 -3.177 0.272 10.096  0.12
H4 -4.649 -1.105 -5.790  0.11
H5 10.730 -1.693 -0.286  0.06
H6 -3.970 3.243 -1.766  0.08
H7 -3.163 -2.120 7.213  0.07
H8 -4.356 -5.451 3.074  0.08
H9 -0.988 -0.849 10.446  0.08
H10 3.289 1.886 0.630  0.13
H11 9.073 -1.400 2.280  0.12
H12 11.480 0.338 0.076  0.10
H13 -1.304 0.211 6.491  0.11
H14 -3.262 5.904 -7.312  0.11
H15 -1.539 6.367 -9.819  0.08
H16 -1.868 4.585 -5.150  0.08
H17 -0.084 5.491 -7.489  0.10
H18 9.792 -2.966 0.505  0.08
H19 9.157 0.458 -0.978  0.07
H20 -2.522 -3.252 3.476  0.10
H21 0.188 0.120 0.786  0.12
H22 -3.840 -6.660 4.277  0.08
H23 -1.773 6.248 -5.730  0.07
H24 -4.337 1.656 -6.589  0.08
H25 -4.540 -0.340 0.141  0.07
H26 -3.465 -4.949 4.511  0.06
H27 -1.998 -2.544 -5.184  0.08
H28 -2.070 1.535 -5.580  0.11
H29 10.129 1.889 -1.339  0.08
H30 0.559 1.422 2.007  0.13
H31 3.321 -2.150 1.673  0.13
H32 2.905 -0.003 2.708  0.16
H33 0.436 -4.091 3.595  0.08
H34 -1.470 -2.172 9.384  0.06
H35 -1.720 0.043 -6.427  0.11
H36 3.279 0.411 -0.544  0.13
H37 -2.342 -1.915 10.898  0.08
H38 -3.711 -1.003 9.020  0.10
H39 -2.280 -1.918 5.694  0.05
H40 -1.261 7.169 -8.274  0.06
H41 -3.034 -0.926 0.847  0.08
H42 -0.760 -4.531 4.813  0.07
H43 -3.573 0.191 -1.757  0.10
H44 -4.127 -1.695 -4.223  0.12
H45 11.130 1.830 0.923  0.12
H46 -2.394 -6.745 2.270  0.12
H47 8.863 1.951 -0.086  0.08
H48 -2.751 7.494 -9.168  0.08
H49 -5.080 2.108 -0.998  0.06
H50 -0.214 3.862 -6.857  0.12
H51 -4.289 -0.213 1.886  0.08
H52 -0.346 5.500 -5.006  0.08
H53 5.379 0.530 2.069  0.14
H54 8.551 -0.810 0.713  0.09
H55 -3.899 2.027 0.856  0.11
H56 -2.470 -1.988 -6.789  0.07
H57 -2.519 1.369 -2.511  0.11
H58 -3.071 1.594 -7.842  0.08
H59 -2.425 1.378 1.551  0.11
H60 -1.281 -2.838 2.308  0.10
H61 -0.850 -1.095 7.569  0.11
H62 -0.328 -2.831 4.591  0.05
H63 -3.561 -0.771 6.150  0.09
H64 -3.408 -3.261 -5.998  0.08
H65 -1.450 -6.272 3.668  0.10
H66 -4.043 0.163 -7.482  0.06
H67 11.202 -2.249 1.319  0.08